1.
Here is a structure of composition C20H35Cl2CrN4O3S in a non-equilibrium geometry from the OMol25 dataset. Energies are from ωB97M-V with the def2-TZVPD basis set.

Geometry (Å):
O1 0.047 -0.309 -1.204
C1 -0.907 -0.057 -2.196
C2 -0.621 1.236 -2.923
C3 0.242 2.186 -2.388
H1 0.736 1.958 -1.456
C4 0.474 3.388 -3.041
H2 1.140 4.122 -2.602
C5 -0.146 3.654 -4.255
H3 0.032 4.591 -4.767
C6 -0.993 2.703 -4.810
H4 -1.474 2.895 -5.760
C7 -1.227 1.507 -4.146
H5 -1.892 0.769 -4.579
H6 -0.891 -0.856 -2.945
C8 -2.717 -1.488 -1.212
C9 -2.278 -0.097 -1.534
H7 -3.797 -1.602 -1.166
H8 -2.289 -1.811 -0.264
H9 -2.343 -2.184 -1.967
C10 -2.958 1.017 -1.252
C11 -4.279 1.134 -0.569
H10 -2.527 1.962 -1.565
H11 -5.042 1.599 -1.187
H12 -4.193 1.724 0.346
H13 -4.652 0.153 -0.262
Cr1 -0.144 -0.367 0.660
Cl1 0.446 1.842 1.068
Cl2 -2.414 0.082 0.784
H14 4.478 0.989 -2.107
H15 4.813 1.325 0.576
C12 3.432 0.994 -1.804
C13 3.734 1.183 0.636
N1 3.287 0.391 -0.496
H16 2.851 0.442 -2.537
C14 2.575 -0.714 -0.329
O2 1.885 -0.988 0.669
H17 3.465 0.683 1.558
H18 2.658 -1.424 -1.162
H19 3.076 2.024 -1.773
H20 3.237 2.149 0.613
H21 -0.739 -5.712 1.269
H22 1.154 -6.106 -0.664
C15 -1.176 -5.134 0.454
C16 0.631 -5.332 -1.226
N2 -0.138 -4.497 -0.328
H23 -1.838 -4.381 0.866
C17 0.040 -3.177 -0.282
O3 -0.532 -2.435 0.536
H24 1.352 -4.715 -1.749
H25 0.715 -2.770 -1.033
H26 -1.769 -5.798 -0.173
H27 -0.027 -5.814 -1.951
C18 2.016 0.982 5.425
N3 1.559 0.563 4.116
C19 0.170 0.531 3.765
S1 -0.383 -0.788 2.987
N4 -0.799 1.463 4.264
C20 -0.506 2.745 4.866
H28 1.180 1.005 6.156
H29 2.512 1.971 5.359
H30 2.760 0.252 5.810
H31 2.132 -0.182 3.688
H32 -1.797 1.236 4.140
H33 -1.018 3.542 4.289
H34 -0.889 2.757 5.909
H35 0.569 2.987 4.858

Summary:
* E_tot: -97712.2606 eV
* lowest unoccupied orbital energy (spin up / spin down): 2.50 / 2.47 eV
* net charge: -1
* spin multiplicity: 5
* <S²>: 6.02
* HOMO-LUMO gap (spin up / spin down): 3.694 / 4.613 eV

***

2.
Here is a cluster of 2 separate species, C4H13NO2 in total from the OMol25 dataset. Energies are from ωB97M-V with the def2-TZVPD basis set.

Geometry (Å):
C1 -1.656 1.443 -1.081
N1 -0.537 0.504 -1.229
C2 0.571 0.924 -0.348
C3 1.754 -0.033 -0.489
C4 1.589 -1.266 0.377
O1 0.410 -1.971 -0.016
H1 -2.565 1.047 -1.528
H2 -1.384 2.395 -1.549
H3 -1.905 1.645 -0.039
H4 -0.854 -0.379 -0.845
H5 0.233 0.941 0.704
H6 0.855 1.952 -0.617
H7 2.688 0.416 -0.157
H8 1.814 -0.273 -1.543
H9 2.476 -1.912 0.314
H10 1.442 -0.921 1.410
H11 0.437 -2.918 0.127
O2 -2.015 -0.832 2.125
H12 -1.311 -0.729 2.786
H13 -2.042 -0.031 1.597

Summary:
* E_tot: -9943.2568 eV
* SMILES string: CNCCCO.O
* lowest unoccupied orbital energy: 0.76 eV
* HOMO-LUMO gap: 9.709 eV

***

3.
Here is a structure of composition C43H45AsFN2OP2S5SiTeTi in a non-equilibrium geometry from the OMol25 dataset. Energies are from ωB97M-V with the def2-TZVPD basis set.

Geometry (Å):
Ti1 -0.577 1.094 -1.459
S1 0.321 4.647 -4.544
As1 0.183 3.633 -2.717
S2 1.232 1.671 -2.768
S3 -1.923 2.897 -2.373
S4 0.991 4.839 -1.174
C1 1.349 -1.455 -3.008
Si1 -0.234 -0.956 -3.925
C2 -0.967 -2.600 -4.550
C3 0.088 0.135 -5.444
N1 -1.314 -0.168 -2.777
C4 -2.668 -0.157 -3.036
C5 -3.274 -0.488 -4.262
C6 -4.648 -0.487 -4.425
C7 -5.502 -0.150 -3.385
C8 -4.948 0.218 -2.167
C9 -3.582 0.207 -2.043
F1 -3.045 0.589 -0.836
H1 2.229 -1.007 -3.476
H2 1.478 -2.538 -3.001
H3 1.330 -1.118 -1.971
H4 -0.202 -3.380 -4.516
H5 -1.317 -2.531 -5.582
H6 -1.805 -2.939 -3.940
H7 -0.023 -0.431 -6.373
H8 1.090 0.560 -5.430
H9 -0.607 0.978 -5.473
H10 -2.647 -0.735 -5.109
H11 -5.058 -0.749 -5.393
H12 -6.575 -0.161 -3.518
H13 -5.552 0.517 -1.320
Te1 0.534 -0.212 3.378
C10 2.040 -1.543 4.063
C11 2.447 -2.626 3.295
C12 3.434 -3.466 3.783
N2 4.034 -3.302 4.962
C13 3.640 -2.261 5.693
C14 2.662 -1.364 5.296
C15 0.846 -0.610 1.286
P1 1.620 0.768 0.358
C16 2.501 1.813 1.590
C17 3.463 1.234 2.419
C18 4.092 1.991 3.390
C19 3.775 3.338 3.541
C20 2.839 3.921 2.704
C21 2.204 3.162 1.726
C22 3.173 0.108 -0.387
C23 3.589 -1.213 -0.325
C24 4.780 -1.606 -0.921
C25 5.566 -0.678 -1.586
C26 5.160 0.650 -1.651
C27 3.971 1.040 -1.057
P2 -0.708 -0.766 0.384
C28 -2.061 -1.130 1.593
C29 -3.048 -0.205 1.914
C30 -3.998 -0.487 2.887
C31 -3.979 -1.703 3.547
C32 -2.995 -2.633 3.238
C33 -2.047 -2.350 2.271
C34 -0.735 -2.446 -0.384
C35 0.340 -3.319 -0.327
C36 0.252 -4.590 -0.880
C37 -0.921 -4.998 -1.495
C38 -2.004 -4.130 -1.563
C39 -1.909 -2.862 -1.015
H14 1.995 -2.798 2.326
H15 3.765 -4.322 3.202
H16 4.147 -2.142 6.646
H17 2.391 -0.530 5.932
H18 3.719 0.188 2.298
H19 4.832 1.530 4.033
H20 4.271 3.927 4.303
H21 2.606 4.975 2.798
H22 1.502 3.628 1.041
H23 2.985 -1.936 0.209
H24 5.099 -2.640 -0.860
H25 6.496 -0.986 -2.048
H26 5.775 1.381 -2.161
H27 3.651 2.075 -1.109
H28 -3.094 0.741 1.398
H29 -4.758 0.248 3.123
H30 -4.731 -1.930 4.292
H31 -2.961 -3.582 3.758
H32 -1.275 -3.075 2.047
H33 1.247 -2.993 0.166
H34 1.098 -5.263 -0.824
H35 -0.994 -5.990 -1.924
H36 -2.923 -4.444 -2.044
H37 -2.760 -2.191 -1.058
O1 -0.731 2.233 0.116
S5 -2.045 2.889 0.585
C40 -1.605 3.153 2.336
C41 -2.499 4.288 2.785
C42 -2.472 5.352 1.670
C43 -2.078 4.691 0.341
H38 -0.545 3.415 2.313
H39 -1.745 2.228 2.895
H40 -2.166 4.695 3.739
H41 -3.516 3.909 2.922
H42 -1.750 6.134 1.904
H43 -3.450 5.825 1.586
H44 -1.078 4.969 -0.006
H45 -2.780 4.881 -0.466

Summary:
* E_tot: -224950.8294 eV
* lowest unoccupied orbital energy: 1.74 eV
* net charge: -1
* HOMO-LUMO gap: 6.298 eV

***

4.
Here is a structure of composition C23H28N4Pd in a non-equilibrium geometry from the OMol25 dataset. Energies are from ωB97M-V with the def2-TZVPD basis set.

Geometry (Å):
Pd1 0.086 0.083 0.934
C1 1.892 -2.002 -1.264
C2 0.879 -3.123 -1.546
C3 -0.602 -2.788 -1.261
N1 -0.792 -2.020 -0.046
C4 -0.644 -2.552 1.125
C5 -0.487 -3.936 1.435
C6 0.278 -4.458 2.447
C7 1.186 -3.796 3.293
C8 1.360 -2.436 3.481
C9 0.551 -1.387 3.039
C10 -0.607 -1.484 2.203
N2 -1.484 -0.497 2.322
C11 -2.755 -0.403 1.638
C12 -3.069 1.091 1.459
C13 -2.547 1.674 0.140
N3 -1.107 1.671 -0.055
C14 -0.494 2.761 -0.449
C15 -0.988 4.063 -0.139
C16 -0.634 5.294 -0.637
C17 0.196 5.617 -1.708
C18 0.956 4.757 -2.466
C19 1.212 3.402 -2.219
C20 0.722 2.551 -1.259
N4 1.359 1.298 -1.187
C21 0.972 0.268 -2.161
C22 1.984 -0.875 -2.313
H1 2.876 -2.469 -1.172
H2 1.660 -1.579 -0.289
H3 1.156 -3.977 -0.923
H4 0.961 -3.440 -2.591
H5 -1.163 -3.732 -1.240
H6 -1.008 -2.192 -2.081
H7 -0.951 -4.642 0.753
H8 0.270 -5.540 2.527
H9 1.829 -4.432 3.892
H10 2.169 -2.152 4.145
H11 0.655 -0.429 3.539
H12 -3.519 -0.862 2.277
H13 -2.784 -0.910 0.667
H14 -2.628 1.630 2.299
H15 -4.151 1.247 1.477
H16 -2.961 2.680 0.008
H17 -2.960 1.055 -0.667
H18 -1.739 4.096 0.640
H19 -1.129 6.127 -0.149
H20 0.263 6.663 -1.985
H21 1.473 5.206 -3.304
H22 1.959 2.943 -2.857
H23 0.838 0.776 -3.119
H24 0.000 -0.146 -1.869
H25 2.989 -0.442 -2.294
H26 1.857 -1.310 -3.308
C23 1.842 0.941 0.098
H27 2.703 0.280 0.041
H28 2.072 1.833 0.680

Summary:
* E_tot: -33739.8056 eV
* lowest unoccupied orbital energy (spin up / spin down): -0.78 / -0.78 eV
* HOMO-LUMO gap (spin up / spin down): 5.298 / 5.305 eV

***

5.
Here is a cluster of 2 separate species, C4H12N3 in total from the OMol25 dataset. Energies are from ωB97M-V with the def2-TZVPD basis set.

Geometry (Å):
C1 0.670 -1.242 -2.910
C2 0.106 -0.735 -1.622
C3 -1.096 -1.079 -1.202
N1 -1.657 -0.597 0.058
H1 -0.019 -1.933 -3.386
H2 0.875 -0.416 -3.593
H3 1.604 -1.755 -2.723
H4 0.711 -0.062 -1.027
H5 -1.728 -1.752 -1.767
H6 -1.045 0.207 0.506
H7 -2.596 -0.230 -0.091
H8 -1.749 -1.368 0.715
N2 1.290 0.686 2.711
C4 0.866 1.588 1.814
N3 -0.146 1.403 1.043
H9 2.186 0.831 3.145
H10 0.950 -0.258 2.641
H11 1.415 2.531 1.802
H12 -0.315 2.228 0.482

Summary:
* E_tot: -8806.5887 eV
* lowest unoccupied orbital energy: -2.87 eV
* net charge: +1
* HOMO-LUMO gap: 10.915 eV

***

6.
Here is a structure of composition C33H24AuN2O5P in a non-equilibrium geometry from the OMol25 dataset. Energies are from ωB97M-V with the def2-TZVPD basis set.

Geometry (Å):
Au1 -0.390 0.946 -0.008
O1 4.005 0.207 -0.284
C1 4.366 1.499 -0.422
C2 5.733 1.772 -0.443
C3 6.187 3.067 -0.579
C4 5.286 4.122 -0.700
C5 3.935 3.859 -0.673
C6 3.450 2.554 -0.531
C7 1.992 2.324 -0.469
O2 1.553 1.083 -0.656
N1 1.224 3.335 -0.283
N2 -0.096 2.954 -0.183
C8 -1.015 3.833 -0.256
C9 -2.425 3.598 -0.164
C10 -3.277 4.678 -0.462
C11 -4.641 4.554 -0.425
C12 -5.189 3.326 -0.033
C13 -4.377 2.263 0.286
C14 -2.977 2.357 0.194
O3 -2.302 1.261 0.496
H1 3.036 0.153 -0.370
H2 6.419 0.939 -0.364
H3 7.253 3.257 -0.589
H4 5.645 5.136 -0.817
H5 3.212 4.658 -0.758
H6 -0.678 4.854 -0.418
H7 -2.831 5.628 -0.736
H8 -5.282 5.384 -0.685
H9 -6.264 3.214 0.026
H10 -4.787 1.318 0.620
O4 -1.556 0.680 3.600
C15 -0.642 0.178 2.962
O5 0.289 0.735 2.285
C16 -0.524 -1.347 2.960
C17 -0.476 -1.999 4.190
C18 -0.215 -3.356 4.260
C19 -0.020 -4.093 3.096
C20 -0.101 -3.467 1.867
C21 -0.348 -2.093 1.793
P1 -0.487 -1.381 0.133
C22 -1.973 -2.123 -0.594
C23 -3.146 -1.377 -0.681
C24 -4.289 -1.944 -1.230
C25 -4.266 -3.252 -1.690
C26 -3.099 -3.999 -1.598
C27 -1.954 -3.440 -1.056
C28 0.907 -2.029 -0.806
C29 2.139 -2.190 -0.175
C30 3.248 -2.569 -0.916
C31 3.133 -2.776 -2.283
C32 1.912 -2.594 -2.918
C33 0.800 -2.211 -2.185
H11 -0.640 -1.414 5.086
H12 -0.156 -3.845 5.225
H13 0.191 -5.153 3.147
H14 0.041 -4.050 0.965
H15 -3.167 -0.361 -0.310
H16 -5.195 -1.357 -1.300
H17 -5.155 -3.691 -2.125
H18 -3.077 -5.022 -1.953
H19 -1.046 -4.026 -1.004
H20 2.228 -2.016 0.891
H21 4.204 -2.684 -0.424
H22 4.001 -3.073 -2.858
H23 1.825 -2.741 -3.987
H24 -0.151 -2.057 -2.681

Summary:
* E_tot: -60808.2054 eV
* lowest unoccupied orbital energy: -1.49 eV
* HOMO-LUMO gap: 6.771 eV

***

Number 3 is which compound? C43H45AsFN2OP2S5SiTeTi

***

Look up the E_tot of the third one. -224950.8294 eV

***

Which value of E_tot does entry 3 give? -224950.8294 eV

***

What is the E_tot in the fourth record? -33739.8056 eV